{"formula": "C12H30BaCl4N2O8V2", "method": "ωB97M-V/def2-TZVPD", "species": ["O", "V", "O", "O", "V", "O", "Ba", "O", "C", "C", "O", "H", "H", "H", "H", "C", "C", "C", "O", "C", "N", "H", "H", "H", "H", "H", "H", "H", "H", "H", "H", "H", "C", "C", "C", "O", "C", "N", "H", "H", "H", "H", "H", "H", "H", "H", "H", "H", "H", "C", "Cl", "Cl", "H", "H", "C", "Cl", "Cl", "H", "H"], "positions_angstrom": [[3.01959, -2.43578, 1.90769], [2.20236, -3.29375, 0.86718], [2.93677, -4.70348, 0.50043], [-1.64692, -0.43525, 3.93887], [-2.78846, -1.01420, 3.00398], [-3.97566, -0.05597, 2.97994], [-1.66348, -3.75955, 0.16055], [0.62739, -2.36415, -0.47867], [0.48318, -0.94807, -0.29162], [-0.53531, -0.41589, 0.73582], [-1.88955, -0.88291, 0.96451], [0.02014, -0.59979, -1.22978], [1.41628, -0.38656, -0.30464], [-0.68696, 0.66488, 0.69760], [-0.12898, -0.65722, 1.73089], [-5.64259, 1.02477, 0.35897], [-5.13901, 0.94204, -1.06935], [-4.19677, 2.14345, -1.37687], [-3.68251, 2.15109, -2.68876], [-2.47618, 1.48787, -2.98423], [-4.36336, -0.31334, -1.13889], [-6.42236, 1.78001, 0.44823], [-4.80901, 1.21587, 1.03991], [-6.03152, 0.07385, 0.72684], [-5.93733, 1.00348, -1.80653], [-3.33579, 2.11146, -0.68852], [-4.66221, 3.09613, -1.12022], [-2.48877, 1.38888, -4.07142], [-2.36596, 0.45501, -2.64047], [-1.62165, 2.11749, -2.72431], [-3.99971, -0.43831, -2.08252], [-3.46680, -0.19819, -0.67075], [5.94111, -2.29069, -0.29648], [4.76698, -1.49862, -0.87779], [5.01235, -0.72315, -2.19883], [3.77480, -0.30721, -2.77250], [3.15036, 0.77813, -2.15368], [3.63735, -2.42770, -1.03713], [6.35126, -3.00056, -1.01434], [5.66884, -2.70406, 0.67413], [6.78991, -1.66470, -0.00612], [4.50144, -0.74112, -0.13387], [5.28579, -1.44849, -2.97101], [5.70046, 0.11416, -2.08685], [2.17799, 0.92645, -2.62647], [3.66680, 1.73895, -2.27591], [3.00369, 0.72947, -1.06532], [2.85593, -1.88839, -1.41930], [3.87453, -2.97272, -1.87041], [1.85612, 0.42629, 3.70073], [1.58149, 1.99151, 4.54332], [2.92319, 0.57457, 2.38947], [2.17867, -0.33892, 4.40967], [0.91654, -0.04737, 3.41010], [-2.40952, 3.02733, 2.55168], [-3.75662, 4.04024, 1.96435], [-1.32246, 4.02342, 3.55324], [-2.97264, 2.36627, 3.20146], [-1.90322, 2.56305, 1.71399]], "atomic_forces_ev_per_a": [[-0.9131, -1.2633, -0.4081], [3.7655, 0.3122, -3.9599], [-2.0747, 2.2227, 1.5391], [-1.3174, -0.5337, -0.7204], [3.1293, 0.9040, -1.9153], [-0.7608, 0.7498, 0.4163], [0.4897, 1.5289, -1.0538], [0.0235, -1.6517, 3.1240], [-2.7112, 0.5252, -2.3876], [0.8238, -0.1442, 3.5005], [-1.3795, -2.9350, 0.6242], [0.2660, -0.1787, -0.3328], [0.1252, -0.1717, 0.9140], [0.7756, 0.0321, -0.5058], [0.7948, 0.6108, -0.1524], [-0.2365, 0.0918, 0.1205], [1.3521, 0.6095, 0.5417], [0.6708, -0.4943, 0.8250], [-0.8060, -0.1719, -0.1710], [-0.1794, 0.4562, -0.8710], [0.6010, -0.8408, -1.0687], [0.1702, 0.0979, 0.3063], [-0.0379, 0.5095, -0.0987], [-0.2998, -0.0597, -0.4444], [-0.0725, -0.5985, -0.0028], [-0.0498, -0.2555, 0.2467], [-0.2672, 0.0481, -0.5790], [0.1729, 0.1501, -0.0156], [-0.0281, 0.1403, 0.5400], [0.1514, -0.2055, 0.2803], [-0.7120, -0.0536, -0.2386], [-0.2868, 0.4172, 0.6891], [0.5675, 0.8934, -0.0219], [0.7282, 0.7587, 1.0056], [-0.9477, -1.2952, -0.4143], [-0.1806, 0.1620, 0.5128], [-0.4011, 1.3543, 0.1248], [-1.6435, 0.4608, -0.0773], [-0.2528, -0.3713, 0.2016], [-0.2892, -0.5770, -0.3341], [-0.1338, 0.3757, -0.4197], [-0.2723, -0.1933, 0.1234], [0.9560, 0.1729, 0.1921], [0.1943, -0.1627, 0.0274], [-0.0078, -0.2141, 0.0144], [0.3552, -0.2265, -0.2812], [0.0668, -0.5617, 0.0140], [0.1510, 0.1688, -0.0124], [-0.0933, -0.8223, 0.5652], [-1.3598, -0.6010, 1.9004], [-0.0055, -0.9304, -0.3839], [0.8755, 0.2214, -1.2368], [0.8041, 0.5902, 0.1957], [-0.2439, 0.8890, -0.4304], [-0.9567, 0.9719, 0.8080], [0.1496, 0.0666, -0.4891], [-0.0625, -0.5374, -0.4412], [0.6975, -0.4843, 0.0360], [0.1258, 0.0433, 0.0789]], "max_force_ha_per_bohr": 0.10644, "homo_ev": -13.7, "charge": 2, "e_tot_ev": -134429.15299, "e_lumo_ev": -9.437, "orbital_gap_ev": 4.22}